Here is a cluster of 2 separate species, C2H3N3OS in total in a non-equilibrium geometry from the OMol25 dataset. Energies are from the ωB97M-V functional and the def2-TZVPD basis.

Cartesian coordinates (Å):
S1 1.740 -0.384 0.972
O1 0.570 0.698 -1.743
N1 -0.782 -0.133 0.655
N2 -0.547 0.723 -2.478
N3 -0.668 -0.406 1.917
C1 0.615 -0.536 2.281
C2 0.342 -0.101 0.065
H1 0.752 -0.998 3.273
H2 -0.735 -0.114 -3.035
H3 -1.287 1.250 -1.907

- Frontier orbital gap (alpha / beta): 8.78 / 8.78 eV
- Molar mass: 117.13 g mol⁻¹
- Energy above the lowest of the compared OMol25 structures with the same formula, charge and spin: 494.4 kJ/mol